[1]
{"formula": "C12H19Cl3IN3O2P", "method": "ωB97M-V with the def2-TZVPD basis set", "symbols": ["I", "Cl", "Cl", "Cl", "P", "O", "O", "N", "N", "N", "C", "C", "C", "C", "C", "C", "C", "C", "C", "C", "C", "C", "H", "H", "H", "H", "H", "H", "H", "H", "H", "H", "H", "H", "H", "H", "H", "H", "H", "H", "H"], "positions_angstrom": [[-2.88, 0.67, 0.05], [3.47, -1.67, 2.01], [2.58, -4.75, -2.81], [4.16, -1.92, -3.67], [-2.50, -1.72, 0.69], [-1.75, -1.61, 2.23], [-0.95, 3.13, 2.33], [-1.86, 5.18, 1.87], [-0.84, -3.21, -2.71], [-1.35, -2.29, -0.55], [0.12, -2.29, -0.55], [0.36, -2.89, -1.95], [2.50, -1.88, -2.94], [-1.90, -2.82, -1.78], [-1.68, 6.52, 1.34], [2.58, -2.39, 0.54], [1.82, -0.43, -2.71], [-3.17, 4.81, 2.37], [-0.85, 4.27, 1.90], [1.10, -1.77, 0.59], [1.84, -3.09, -2.57], [2.58, -3.99, 0.74], [0.67, -2.00, 1.63], [-3.08, 4.52, 3.42], [-3.54, 3.95, 1.80], [3.20, -2.09, -0.36], [-1.90, 7.25, 2.13], [3.66, -4.36, 0.84], [-3.87, 5.63, 2.28], [-0.97, -3.59, -3.66], [1.94, -0.17, -1.59], [-2.36, 6.67, 0.50], [0.71, -0.41, -2.96], [0.09, 4.66, 1.49], [2.00, -4.22, 1.70], [-2.99, -2.92, -2.09], [-1.84, -0.66, 2.50], [2.05, -4.50, -0.15], [-0.65, 6.67, 1.00], [1.16, -0.63, 0.50], [2.32, 0.35, -3.39]], "nbo_charge": [-0.079, -0.064, 0.039, 0.049, 1.128, -0.957, -0.648, -0.427, -0.497, -0.660, 0.211, 0.133, 0.038, 0.247, -0.401, -0.154, -0.669, -0.416, 0.530, -0.500, -0.136, -0.646, 0.286, 0.219, 0.200, 0.234, 0.204, 0.253, 0.213, 0.483, 0.237, 0.198, 0.235, 0.112, 0.227, 0.280, 0.526, 0.221, 0.215, 0.265, 0.267], "multiplicity": 1, "total_charge": 1, "homo_lumo_gap_ev": 7.1, "homo_ev": -11.3710}

[2]
{"formula": "C12H19ClO5", "method": "ωB97M-V with the def2-TZVPD basis set", "symbols": ["Cl", "O", "O", "O", "O", "O", "C", "C", "C", "C", "C", "C", "C", "C", "C", "C", "C", "C", "H", "H", "H", "H", "H", "H", "H", "H", "H", "H", "H", "H", "H", "H", "H", "H", "H", "H", "H"], "positions_angstrom": [[-5.73, -0.67, 2.91], [-3.93, -2.28, 0.82], [1.26, -0.53, 0.00], [-1.12, -2.73, 1.12], [0.13, 1.44, 0.35], [-1.57, 0.48, 1.74], [-0.18, 0.59, 1.45], [0.93, 1.06, -1.91], [2.04, 0.39, -2.75], [2.52, 1.58, -0.07], [-3.40, -1.12, 1.56], [1.21, 0.88, -0.40], [-4.52, -0.05, 1.76], [-2.17, -0.51, 0.89], [-0.97, -1.44, 0.56], [0.29, -0.76, 1.02], [3.43, 0.98, -2.38], [3.69, 0.95, -0.87], [-0.01, 0.55, -2.09], [4.65, 1.42, -0.70], [1.87, 0.48, -3.83], [-3.20, -2.94, 0.69], [0.70, -1.32, 1.88], [-5.02, 0.19, 0.82], [2.47, 2.67, -0.30], [2.77, 1.44, 0.98], [3.50, 2.00, -2.74], [3.84, -0.08, -0.49], [-3.06, -1.45, 2.58], [-0.31, -3.26, 0.97], [0.32, 0.94, 2.32], [-2.53, -0.05, -0.02], [0.84, 2.12, -2.18], [-4.09, 0.86, 2.21], [4.22, 0.40, -2.88], [2.01, -0.69, -2.54], [-0.88, -1.57, -0.50]], "nbo_charge": [-0.058, -0.734, -0.544, -0.731, -0.534, -0.512, 0.356, -0.440, -0.400, -0.454, 0.076, 0.557, -0.388, 0.058, 0.048, 0.028, -0.400, -0.400, 0.214, 0.212, 0.213, 0.496, 0.203, 0.222, 0.218, 0.213, 0.194, 0.206, 0.186, 0.484, 0.172, 0.183, 0.219, 0.236, 0.211, 0.207, 0.185], "smiles": "O[C@@H]1[C@H]2OC3(CCCCC3)O[C@H]2O[C@@H]1[C@H](O)CCl", "e_above_lowest_kcal_mol": 19.6, "multiplicity": 1, "homo_lumo_gap_ev": 10.5, "homo_ev": -10.0532}